[1]
Density functional theory data (wB97M-V/def2-TZVPD) for an isolated molecule of C18H17N3O4S at a distorted geometry.

Each line ends with the Mulliken charge.
Atoms and positions in Å:
C1 -2.41120 -2.27390 -1.64457  -0.957
C2 -2.68925 -3.01626 -0.34294  -0.331
H1 -3.40899 -3.81457 -0.53536  0.383
H2 -1.76662 -3.47647 0.01465  0.290
C3 -3.25312 -2.10856 0.76001  -0.912
C4 -2.17355 -1.16786 1.25910  0.320
O1 -1.37919 -1.47649 2.11954  -0.583
N1 -2.16407 0.03760 0.63310  -0.029
H3 -2.81638 0.19036 -0.11831  0.394
C5 -1.16083 1.07486 0.83496  -0.636
C6 -0.77385 1.18821 2.27963  -0.062
C7 0.45021 1.08150 2.85991  -0.219
C8 0.41380 1.28393 4.25825  -0.707
C9 -0.83358 1.54794 4.71637  -0.477
S1 -1.99523 1.55836 3.45122  -0.155
H4 -1.15287 1.73286 5.72258  0.449
H5 1.28259 1.22801 4.88907  0.400
H6 1.35092 0.85570 2.31830  0.491
C10 0.05956 0.85301 -0.03373  -0.765
C11 0.63900 1.91922 -0.70037  0.518
C12 1.79109 1.70922 -1.51294  0.650
N2 2.27179 2.80795 -2.12635  -0.721
C13 3.31882 2.68676 -2.89609  -0.397
C14 3.95928 1.45984 -3.12625  -0.593
C15 3.48648 0.32862 -2.51229  -0.646
C16 2.36805 0.42177 -1.65579  0.780
C17 1.74084 -0.64268 -0.95478  -0.406
C18 0.62852 -0.41371 -0.17204  0.025
H7 0.20451 -1.24413 0.37292  0.842
N3 2.21434 -1.99450 -1.03186  1.011
O2 1.40600 -2.87569 -0.82336  -0.580
O3 3.38315 -2.18964 -1.30316  -0.662
H8 3.96727 -0.62416 -2.66844  0.493
H9 4.81383 1.41519 -3.78227  0.408
H10 3.67187 3.59653 -3.36307  0.432
O4 0.14841 3.15990 -0.61473  -0.636
H11 0.72627 3.72516 -1.16393  0.442
H12 -1.62085 2.02337 0.52784  0.669
H13 -4.11730 -1.55455 0.38965  0.360
H14 -3.56284 -2.72774 1.60253  0.335
H15 -3.31469 -1.79285 -2.01725  0.360
H16 -1.64003 -1.51860 -1.50993  0.061
H17 -2.06215 -2.97352 -2.39984  0.360

Values from the calculation:
E_LUMO = -0.761 eV
Net charge = 0
HOMO level = -0.3116 Eh
Energy above the lowest of the compared OMol25 structures with the same formula, charge and spin = 73.7 kcal per mole
SMILES string = CCCC(=O)N[C@@H](c1cccs1)c1cc([N+](=O)[O-])c2cccnc2c1O

[2]
Density functional theory data (wB97M-V/def2-TZVPD) for a structure of composition C9H21N5O3Re at a distorted geometry.

Each line ends with the Mulliken charge.
Atoms and positions in Å:
Re1 0.00000 0.00000 0.00000  0.972
N1 0.69050 1.91080 0.00000  -0.640
C1 -0.15170 2.63390 0.69310  0.217
C2 0.18700 4.13470 0.62190  -0.893
C3 -0.71840 5.04570 1.47780  -0.820
C4 -0.73750 4.67860 2.97270  -0.741
N2 0.60990 4.67520 3.51400  -0.080
C5 1.28750 3.56150 4.13240  0.730
N3 2.65040 3.71090 4.47960  -0.438
N4 0.69190 2.44030 4.37450  -0.322
C6 -1.50580 2.22230 0.16760  0.624
O1 -2.37280 3.00270 -0.17270  -0.621
O2 -1.59550 1.07780 0.00000  -0.458
H1 1.80090 1.81660 0.45550  0.534
H2 0.95590 2.13590 -0.99320  0.348
H3 -0.10740 2.29320 1.74350  0.027
H4 0.14630 4.47380 -0.43640  0.448
H5 1.23290 4.26970 0.97380  0.339
H6 -1.76100 5.03480 1.09820  0.359
H7 -0.34160 6.08590 1.37200  0.416
H8 -1.25890 3.71840 3.09020  0.274
H9 -1.34230 5.43710 3.51590  0.330
H10 1.14780 5.55360 3.41950  0.272
H11 3.14750 4.59310 4.28980  0.219
H12 3.17190 2.93720 4.91800  0.213
H13 -0.29540 2.25770 4.16400  0.244
H14 1.21130 1.66750 4.81770  0.232
N5 -2.61350 -2.71780 1.23410  -0.348
C7 -1.52650 -2.11210 0.69370  0.614
O3 -1.58570 -1.10870 0.00000  -0.547
C8 -0.20200 -2.71190 0.97140  -0.508
C9 0.68270 -1.98620 0.00000  -1.059
H15 -3.52130 -2.32910 1.01480  0.274
H16 -2.56530 -3.59650 1.72900  0.239
H17 -0.19860 -3.78760 0.77950  0.430
H18 0.09300 -2.50410 2.00300  0.275
H19 0.73370 -2.34970 -1.03370  0.505
H20 1.82430 -2.00690 0.38490  0.411
H21 1.72470 0.00000 0.00000  -0.073

Values from the calculation:
<S²> = 3.767
E_LUMO (spin up / spin down) = -6.261 / -8.361 eV
Net charge = +2
Multiplicity = 4
HOMO level (spin up / spin down) = -0.5698 / -0.5693 Eh

- Which of these has the highest net charge?
  C9H21N5O3Re

Please write out number 2 again, unchanged.
Density functional theory data (wB97M-V/def2-TZVPD) for a structure of composition C9H21N5O3Re at a distorted geometry.

Each line ends with the Mulliken charge.
Atoms and positions in Å:
Re1 0.00000 0.00000 0.00000  0.972
N1 0.69050 1.91080 0.00000  -0.640
C1 -0.15170 2.63390 0.69310  0.217
C2 0.18700 4.13470 0.62190  -0.893
C3 -0.71840 5.04570 1.47780  -0.820
C4 -0.73750 4.67860 2.97270  -0.741
N2 0.60990 4.67520 3.51400  -0.080
C5 1.28750 3.56150 4.13240  0.730
N3 2.65040 3.71090 4.47960  -0.438
N4 0.69190 2.44030 4.37450  -0.322
C6 -1.50580 2.22230 0.16760  0.624
O1 -2.37280 3.00270 -0.17270  -0.621
O2 -1.59550 1.07780 0.00000  -0.458
H1 1.80090 1.81660 0.45550  0.534
H2 0.95590 2.13590 -0.99320  0.348
H3 -0.10740 2.29320 1.74350  0.027
H4 0.14630 4.47380 -0.43640  0.448
H5 1.23290 4.26970 0.97380  0.339
H6 -1.76100 5.03480 1.09820  0.359
H7 -0.34160 6.08590 1.37200  0.416
H8 -1.25890 3.71840 3.09020  0.274
H9 -1.34230 5.43710 3.51590  0.330
H10 1.14780 5.55360 3.41950  0.272
H11 3.14750 4.59310 4.28980  0.219
H12 3.17190 2.93720 4.91800  0.213
H13 -0.29540 2.25770 4.16400  0.244
H14 1.21130 1.66750 4.81770  0.232
N5 -2.61350 -2.71780 1.23410  -0.348
C7 -1.52650 -2.11210 0.69370  0.614
O3 -1.58570 -1.10870 0.00000  -0.547
C8 -0.20200 -2.71190 0.97140  -0.508
C9 0.68270 -1.98620 0.00000  -1.059
H15 -3.52130 -2.32910 1.01480  0.274
H16 -2.56530 -3.59650 1.72900  0.239
H17 -0.19860 -3.78760 0.77950  0.430
H18 0.09300 -2.50410 2.00300  0.275
H19 0.73370 -2.34970 -1.03370  0.505
H20 1.82430 -2.00690 0.38490  0.411
H21 1.72470 0.00000 0.00000  -0.073

Values from the calculation:
<S²> = 3.767
E_LUMO (spin up / spin down) = -6.261 / -8.361 eV
Net charge = +2
Multiplicity = 4
HOMO level (spin up / spin down) = -0.5698 / -0.5693 Eh

- Which of these has the lowest net charge?
  C18H17N3O4S

- What is the net charge in the first record?
  0